1.
{
  "formula": "C37H49AsBFN3Sc",
  "method": "the ωB97M-V functional and the def2-TZVPD basis",
  "symbols": ["Sc", "C", "C", "C", "C", "C", "C", "C", "C", "C", "C", "C", "C", "N", "C", "C", "C", "C", "C", "C", "F", "H", "H", "H", "H", "H", "H", "H", "H", "H", "H", "H", "H", "H", "H", "H", "H", "H", "H", "H", "H", "H", "N", "C", "C", "C", "C", "C", "C", "C", "C", "C", "C", "C", "C", "H", "H", "H", "H", "H", "H", "H", "H", "H", "H", "B", "C", "N", "H", "H", "H", "C", "C", "As", "C", "C", "C", "C", "H", "H", "H", "H", "H", "H", "H", "H", "H", "H", "H", "H", "H", "H", "H"],
  "positions_angstrom": [[-0.17350, -0.45665, -0.36245], [4.90884, -1.39931, 1.40157], [3.68468, -2.29401, 1.61546], [3.97573, -3.30021, 2.73785], [3.30306, -2.97433, 0.30782], [4.26670, -3.76718, -0.30909], [4.02915, -4.38450, -1.52789], [2.80966, -4.19702, -2.14969], [1.81080, -3.42110, -1.56411], [0.50040, -3.25782, -2.30888], [0.70791, -2.62102, -3.69086], [-0.25703, -4.58179, -2.42118], [2.04623, -2.82332, -0.31655], [0.99223, -2.07541, 0.30364], [0.48391, -2.56286, 1.49505], [0.65608, -3.86057, 2.00018], [0.06959, -4.26461, 3.19213], [-0.72115, -3.40164, 3.94024], [-0.92785, -2.11376, 3.46548], [-0.32526, -1.75783, 2.29470], [-0.58931, -0.47348, 1.79570], [5.15803, -0.86869, 2.32403], [4.73382, -0.67227, 0.60617], [5.78434, -1.99461, 1.12090], [2.85883, -1.66371, 1.93257], [4.82960, -3.93500, 2.47355], [3.11822, -3.94894, 2.93030], [4.22295, -2.77702, 3.66911], [5.23544, -3.89409, 0.16854], [4.79560, -4.99590, -1.99299], [2.62356, -4.65651, -3.11884], [-0.13246, -2.59581, -1.73908], [1.26540, -3.29221, -4.35456], [1.26475, -1.68183, -3.62511], [-0.26066, -2.41446, -4.15797], [0.27471, -5.27373, -3.08184], [-1.25838, -4.41596, -2.83293], [-0.36541, -5.06323, -1.44216], [1.25438, -4.55265, 1.41776], [0.22628, -5.28138, 3.53700], [-1.17411, -3.71989, 4.86922], [-1.54516, -1.39756, 3.99424], [-1.42308, 1.51748, -0.58447], [-2.65516, 1.74166, -1.33191], [-2.95466, 3.07590, -1.58575], [-4.12217, 3.44941, -2.21874], [-5.01971, 2.45317, -2.56822], [-4.70706, 1.12836, -2.32519], [-3.49831, 0.70889, -1.74641], [-3.23870, -0.76990, -1.56609], [-4.09398, -1.66439, -2.22142], [-4.06580, -3.02675, -1.96781], [-3.17603, -3.52304, -1.02960], [-2.25978, -2.65028, -0.46705], [-2.21346, -1.27375, -0.74487], [-1.63598, 1.67489, 0.39429], [-0.78246, 2.25325, -0.84008], [-2.24695, 3.83735, -1.26808], [-4.33611, 4.49433, -2.40943], [-5.96810, 2.70347, -3.02614], [-5.44776, 0.39082, -2.58656], [-4.79803, -1.30900, -2.96054], [-4.74285, -3.68743, -2.49522], [-3.16876, -4.57497, -0.76502], [-1.54536, -3.08075, 0.22392], [2.78876, 1.44302, -3.62563], [1.80630, 0.83462, -2.57406], [1.10710, 0.37582, -1.77677], [2.85493, 2.63884, -3.38891], [2.28985, 1.22201, -4.71437], [3.86176, 0.88710, -3.48540], [4.14399, 2.34692, -0.08865], [3.56672, 2.14467, 1.31617], [1.68872, 1.65646, 1.24575], [1.22705, 1.63226, 3.15820], [2.12051, 2.41437, 4.11977], [0.94226, 3.40099, 0.70916], [1.60066, 4.66788, 1.24601], [5.21713, 2.54210, -0.04002], [3.67596, 3.19386, -0.59940], [3.99174, 1.47297, -0.72491], [3.66120, 3.04219, 1.92053], [4.07649, 1.34584, 1.83909], [1.21105, 0.58046, 3.44194], [0.19269, 1.97658, 3.21839], [3.13528, 2.01472, 4.13739], [1.72403, 2.34666, 5.13581], [2.18698, 3.47173, 3.86364], [-0.10860, 3.37866, 1.00019], [0.97542, 3.40354, -0.38270], [1.53094, 4.73324, 2.33236], [1.10661, 5.55036, 0.83300], [2.65501, 4.72704, 0.96948]],
  "forces_ev_per_a": [[-0.2, 0.0, 0.3], [0.1, 0.0, 0.0], [0.1, -0.2, 0.0], [0.0, -0.1, 0.0], [0.0, -0.1, 0.0], [0.0, 0.0, 0.0], [0.0, 0.0, 0.1], [0.0, 0.0, -0.1], [0.0, -0.1, -0.1], [0.4, -0.1, -0.4], [0.0, -0.1, 0.0], [-0.1, -0.1, 0.0], [-0.2, 0.0, 0.2], [-0.1, 0.2, 0.4], [0.4, -0.1, -0.2], [0.0, -0.2, 0.0], [0.0, 0.0, -0.1], [0.1, -0.1, 0.0], [-0.1, 0.1, 0.2], [-0.1, -0.2, 0.0], [-0.1, 0.2, 0.1], [0.0, 0.0, 0.0], [0.0, 0.0, 0.0], [-0.1, 0.1, 0.0], [-0.2, 0.1, 0.0], [-0.1, 0.1, 0.0], [0.1, 0.1, 0.0], [0.0, -0.1, -0.1], [-0.1, 0.0, -0.1], [-0.1, 0.1, 0.0], [0.0, 0.1, 0.2], [-0.2, 0.2, 0.2], [-0.1, 0.1, 0.1], [-0.1, -0.1, 0.0], [0.1, 0.0, 0.0], [0.0, 0.0, 0.1], [0.2, 0.0, 0.0], [0.0, 0.1, -0.1], [0.0, 0.0, 0.1], [0.0, 0.1, 0.0], [0.0, 0.0, 0.0], [0.0, 0.0, -0.1], [0.0, -0.4, 0.0], [0.2, 0.0, 0.0], [0.0, 0.1, 0.0], [0.0, 0.0, 0.0], [0.0, 0.0, 0.0], [0.0, 0.0, -0.1], [0.0, -0.3, 0.0], [-0.1, 0.3, -0.1], [-0.1, -0.1, 0.0], [0.0, 0.1, 0.0], [-0.1, 0.0, 0.0], [-0.1, 0.0, 0.1], [0.2, -0.1, 0.1], [-0.1, 0.1, 0.3], [0.3, 0.2, -0.1], [0.0, -0.1, 0.0], [0.0, -0.1, 0.0], [0.0, 0.0, 0.0], [0.0, 0.0, 0.0], [0.0, 0.0, 0.0], [0.0, 0.0, 0.0], [0.0, 0.0, 0.0], [0.1, 0.0, 0.0], [0.0, 0.1, -0.2], [0.6, 0.2, -0.4], [-0.2, -0.1, -0.4], [0.0, -0.2, 0.0], [0.1, 0.0, 0.1], [-0.2, 0.0, 0.0], [0.0, 0.0, 0.1], [0.1, 0.0, -0.5], [-0.4, 0.0, 0.1], [0.1, 0.1, 0.1], [-0.1, 0.0, 0.0], [0.1, 0.1, 0.0], [0.0, 0.0, 0.0], [0.0, 0.0, 0.0], [0.0, -0.1, 0.0], [0.0, 0.0, 0.0], [0.0, 0.1, 0.1], [0.2, -0.2, 0.1], [0.0, -0.1, 0.1], [-0.1, 0.0, 0.0], [0.0, 0.0, 0.0], [0.0, 0.0, 0.0], [0.0, -0.1, 0.0], [-0.1, 0.0, 0.0], [0.0, 0.0, -0.1], [0.0, 0.0, -0.1], [0.0, 0.0, 0.0], [-0.1, 0.0, 0.0]],
  "orbital_gap_ev": 7.85,
  "homo_energy_ev": -7.717,
  "de_lowest_kj_mol": 52.5,
  "spin_multiplicity": 1,
  "energy_ha": -4724.84186
}



2.
{
  "formula": "C6H19NSi2",
  "method": "the ωB97M-V functional and the def2-TZVPD basis",
  "symbols": ["C", "C", "C", "Si", "N", "Si", "C", "C", "C", "H", "H", "H", "H", "H", "H", "H", "H", "H", "H", "H", "H", "H", "H", "H", "H", "H", "H", "H"],
  "positions_angstrom": [[-0.54257, 1.04355, -3.31734], [-0.87039, 0.49600, -1.92632], [-2.37217, 0.65554, -1.61848], [0.11787, 1.26465, -0.45631], [0.41149, -0.08444, 0.53851], [0.28491, -2.14880, 0.00765], [0.92948, 0.08717, 1.85265], [2.33266, -0.46992, 2.10398], [-0.01697, -0.40559, 2.90318], [-0.41023, 2.18103, -3.57748], [0.41485, 0.63324, -3.46641], [-1.34127, 0.87167, -4.05296], [-0.81795, -0.60591, -2.01447], [-3.02646, 0.17994, -2.41755], [-2.71848, 1.70914, -1.83314], [-2.68506, 0.11164, -0.70743], [-0.61847, 2.09801, 0.40059], [1.54494, 1.71834, -0.76945], [1.73615, -2.33923, -0.60380], [-1.03885, -2.25735, -0.54905], [0.24575, -2.89258, 1.32412], [1.13524, 1.16455, 2.07378], [2.38006, -1.54198, 2.38781], [2.98088, -0.13889, 1.28008], [2.75862, 0.14827, 3.00816], [-0.03904, -1.43710, 2.86172], [-1.09947, 0.06955, 2.67148], [0.32448, -0.11052, 3.89649]],
  "forces_ev_per_a": [[-0.6, 2.5, -0.4], [-1.5, 1.0, 0.1], [-1.5, 0.2, -1.8], [1.5, -2.7, -1.2], [-0.5, -4.6, -1.0], [2.3, 4.0, 2.2], [1.0, 1.0, 0.9], [1.1, 1.4, 1.7], [-2.4, 3.2, 0.0], [-0.1, -1.6, 1.6], [1.1, -0.6, -1.4], [0.5, -1.0, 0.0], [0.9, 0.5, 0.2], [1.0, -0.1, 0.5], [0.4, -0.7, 1.4], [0.1, 1.1, 0.0], [-0.9, 1.6, 0.5], [-0.9, 0.6, -0.3], [-1.9, -0.2, 0.1], [-0.2, -0.4, -0.8], [0.1, 0.2, -0.7], [-0.7, -0.2, -0.5], [0.1, 0.5, -0.6], [-0.1, -0.7, 0.1], [-0.7, -1.4, -1.3], [-0.5, -2.2, 0.0], [2.4, -1.3, 0.8], [-0.2, 0.0, 0.1]],
  "orbital_gap_ev": 8.70,
  "homo_energy_ev": -8.127,
  "de_lowest_kj_mol": 536.9,
  "spin_multiplicity": 1,
  "energy_ha": -873.64108
}



3.
{
  "formula": "C8H15BrN4O",
  "method": "the ωB97M-V functional and the def2-TZVPD basis",
  "symbols": ["C", "C", "C", "N", "N", "C", "O", "C", "C", "C", "N", "C", "N", "H", "H", "H", "H", "H", "H", "H", "H", "H", "H", "H", "H", "H", "H", "H", "Br"],
  "positions_angstrom": [[-3.07041, -0.43122, 2.28105], [-2.42341, -1.53701, 1.50916], [-0.83625, -1.98026, 1.77684], [-0.04613, -1.59678, 0.53942], [1.15907, -0.86533, 0.61842], [1.53896, -0.68861, -0.85603], [2.75088, 0.08534, -1.16641], [2.27542, 1.26671, -1.90203], [1.02643, 2.06770, -1.20689], [1.27346, 2.46738, 0.38132], [0.58016, -1.30427, -1.85831], [-0.43741, -1.88750, -0.89365], [-1.51606, -2.52790, -1.45144], [-2.47460, 0.52317, 2.67102], [-4.22530, -0.50472, 2.49398], [-3.07740, -2.06731, 0.66696], [-0.46435, -1.25257, 2.64632], [-0.73802, -3.10416, 2.08868], [1.66663, -0.52690, 1.48346], [3.21330, 1.98091, -2.08232], [1.88812, 0.88801, -2.96035], [0.94309, 3.11173, -1.77977], [-0.03616, 1.55274, -1.37965], [1.98343, 1.67874, 0.92786], [1.59910, 3.57860, 0.54854], [0.21154, 2.32413, 0.90654], [-1.31624, -3.46656, -1.91125], [-2.48521, -2.14249, -1.51536], [1.03736, 4.35843, -0.57611]],
  "forces_ev_per_a": [[1.7, -2.7, -1.9], [-1.5, 2.7, 2.1], [-1.6, 2.1, 0.2], [-0.7, -1.3, -2.6], [-0.5, -0.8, -6.4], [0.1, -0.3, 0.3], [-4.5, -2.6, 1.3], [-1.4, 1.7, -1.9], [0.7, -2.4, -1.2], [-1.0, -7.0, 2.8], [0.6, 0.6, 8.6], [4.8, 3.6, -0.2], [-0.4, -1.5, 0.4], [-1.2, -2.7, -0.3], [2.4, 0.6, -1.1], [1.5, 0.6, 2.6], [-0.7, -1.8, -1.9], [-0.1, 2.2, -0.8], [-1.1, -0.2, -1.4], [-2.0, -1.7, 0.7], [1.0, 0.9, 2.1], [0.3, -4.1, 0.0], [2.3, 0.5, 0.5], [-0.7, 0.2, -0.6], [1.6, -4.2, 3.0], [2.2, 0.3, -0.9], [-0.5, 2.1, 0.8], [1.7, -0.4, 0.3], [-3.0, 15.8, -4.5]],
  "orbital_gap_ev": 3.40,
  "homo_energy_ev": -4.465,
  "spin_multiplicity": 1,
  "energy_ha": -3181.48471
}



4.
{
  "formula": "C2H2OS",
  "method": "the ωB97M-V functional and the def2-TZVPD basis",
  "symbols": ["C", "C", "O", "S", "H", "H"],
  "positions_angstrom": [[-0.45623, 0.48271, 0.18536], [0.20226, -1.16092, 0.21842], [-0.14215, 1.06249, 1.17293], [-0.57484, -2.42257, -0.34543], [1.21886, -1.09814, 0.56615], [-1.24919, 1.34338, -0.68253]],
  "forces_ev_per_a": [[-0.3, 0.8, 0.0], [-0.6, 3.9, -0.2], [-0.2, -0.1, -0.6], [-1.1, -1.5, -0.9], [0.1, 0.2, 0.1], [2.1, -3.3, 1.7]],
  "orbital_gap_ev": [7.95, 7.13],
  "homo_energy_ev": [-7.348, -9.991],
  "de_lowest_kj_mol": 207.2,
  "spin_multiplicity": 3,
  "energy_ha": -550.64264,
  "s_squared": 2.010
}